{
  "formula": "C35H71NO9",
  "method": "ωB97M-V/def2-TZVPD",
  "multiplicity": 2,
  "charge": 1,
  "orbital_gap_ev": [8.301, 2.003],
  "homo_ev": [-11.05, -11.05],
  "relative_energy_kcal_mol": 0.00,
  "species": ["C", "C", "O", "N", "C", "H", "H", "H", "H", "H", "H", "H", "C", "C", "C", "O", "C", "H", "H", "H", "H", "H", "H", "H", "H", "C", "C", "C", "O", "C", "H", "H", "H", "H", "H", "H", "H", "H", "C", "C", "C", "O", "C", "H", "H", "H", "H", "H", "H", "H", "H", "C", "C", "C", "O", "C", "H", "H", "H", "H", "H", "H", "H", "H", "C", "C", "C", "O", "C", "H", "H", "H", "H", "H", "H", "H", "H", "C", "C", "C", "O", "C", "H", "H", "H", "H", "H", "H", "H", "H", "C", "C", "C", "O", "C", "H", "H", "H", "H", "H", "H", "H", "H", "C", "C", "C", "O", "C", "H", "H", "H", "H", "H", "H", "H", "H"],
  "positions_angstrom": [[19.956, 23.660, 21.521], [20.826, 24.934, 21.528], [21.966, 24.843, 21.147], [20.246, 26.076, 21.946], [20.825, 27.382, 22.159], [19.886, 23.313, 22.552], [20.514, 22.829, 21.091], [18.963, 23.700, 21.073], [19.259, 25.987, 22.140], [20.483, 28.248, 21.594], [21.915, 27.370, 22.146], [20.542, 27.742, 23.148], [27.510, 22.482, 22.143], [27.098, 23.915, 22.038], [26.108, 23.966, 20.872], [26.831, 23.153, 19.962], [27.594, 22.137, 20.656], [26.750, 21.859, 22.615], [28.466, 22.333, 22.645], [27.956, 24.564, 21.858], [26.710, 24.341, 22.963], [25.885, 24.962, 20.490], [25.107, 23.577, 21.059], [28.634, 22.318, 20.384], [27.263, 21.112, 20.486], [17.278, 21.630, 18.483], [18.677, 21.141, 18.847], [18.595, 19.635, 18.719], [17.228, 19.263, 18.521], [16.636, 20.379, 17.841], [17.331, 22.588, 17.967], [16.835, 21.981, 19.415], [18.948, 21.403, 19.870], [19.430, 21.519, 18.156], [19.015, 19.022, 19.515], [19.193, 19.315, 17.865], [15.549, 20.311, 17.825], [16.933, 20.175, 16.812], [25.839, 17.787, 17.231], [25.927, 17.916, 18.708], [27.287, 18.373, 18.951], [27.531, 19.267, 17.894], [26.913, 18.793, 16.687], [24.882, 18.034, 16.770], [26.009, 16.735, 16.998], [25.836, 16.938, 19.179], [25.129, 18.588, 19.024], [28.058, 17.618, 18.802], [27.475, 19.004, 19.820], [27.560, 18.262, 15.989], [26.533, 19.669, 16.162], [20.460, 17.736, 23.492], [21.172, 16.627, 22.781], [20.046, 15.701, 22.539], [19.287, 15.725, 23.717], [19.583, 16.908, 24.366], [19.893, 18.405, 22.845], [21.144, 18.327, 24.101], [21.862, 16.250, 23.536], [21.650, 16.939, 21.853], [20.391, 14.745, 22.145], [19.398, 16.132, 21.776], [20.096, 16.597, 25.276], [18.660, 17.432, 24.614], [22.007, 18.776, 14.151], [21.874, 19.323, 15.641], [20.673, 20.201, 15.541], [20.633, 20.756, 14.243], [21.194, 19.772, 13.322], [21.506, 17.810, 14.203], [23.054, 18.617, 13.892], [22.717, 19.947, 15.938], [21.819, 18.496, 16.349], [20.589, 20.858, 16.406], [19.740, 19.647, 15.644], [21.776, 20.161, 12.486], [20.367, 19.226, 12.870], [24.239, 21.695, 25.317], [24.319, 22.908, 24.387], [22.869, 23.053, 23.864], [22.037, 22.509, 24.920], [22.750, 21.408, 25.418], [24.721, 21.840, 26.284], [24.752, 20.808, 24.944], [24.990, 22.681, 23.558], [24.672, 23.826, 24.857], [22.758, 22.605, 22.876], [22.590, 24.097, 23.715], [22.434, 20.519, 24.873], [22.516, 21.127, 26.445], [23.108, 21.314, 20.374], [22.280, 20.253, 21.164], [22.273, 18.959, 20.175], [22.718, 19.497, 18.946], [22.684, 20.929, 18.953], [24.175, 21.099, 20.427], [22.836, 22.350, 20.574], [21.244, 20.592, 21.147], [22.567, 20.058, 22.197], [21.231, 18.639, 20.166], [22.978, 18.210, 20.534], [21.686, 21.225, 18.632], [23.336, 21.311, 18.167], [24.246, 18.068, 23.176], [25.128, 19.075, 22.444], [26.481, 18.495, 22.640], [26.375, 18.006, 23.932], [25.095, 17.728, 24.424], [24.012, 17.209, 22.546], [23.292, 18.547, 23.398], [25.046, 20.077, 22.866], [25.001, 19.202, 21.369], [27.264, 19.228, 22.443], [26.615, 17.696, 21.910], [24.835, 18.428, 25.218], [24.961, 16.677, 24.681]],
  "atomic_forces_ev_per_a": [[0.387, -0.185, 0.732], [-0.685, -0.725, -0.781], [1.336, 0.210, -0.095], [-1.218, 0.095, -0.113], [0.533, 0.767, 1.160], [-0.453, 0.240, 0.305], [0.152, 0.416, -0.513], [0.035, 0.355, 0.082], [0.167, 0.134, 0.121], [-0.190, -0.642, -1.094], [-0.151, -0.325, -0.240], [0.142, -0.422, 0.443], [-0.157, -0.424, -0.386], [-0.960, 1.711, 1.485], [0.984, -0.357, 0.643], [-0.444, -0.884, -1.178], [0.392, 1.087, 0.480], [-0.045, 0.090, 0.248], [-0.114, -0.019, 0.051], [0.098, -0.112, -0.563], [-0.329, -0.230, 0.203], [0.683, 0.036, -0.358], [-0.068, -0.524, 0.490], [-0.027, -0.557, -0.553], [-0.079, 0.137, -0.576], [0.139, 0.420, 0.485], [0.323, -0.129, 0.310], [-0.396, -1.068, -0.132], [0.328, 0.702, 0.638], [0.273, -0.149, -0.090], [-0.158, -0.429, -0.899], [-0.703, -0.740, 0.057], [0.114, 0.244, -0.172], [0.090, 0.213, 0.164], [-0.294, 0.274, 0.385], [0.057, -0.203, -0.769], [0.102, -0.009, 0.556], [0.154, 0.856, -0.591], [0.039, 0.061, -1.836], [-1.922, -1.109, 1.142], [1.855, 1.521, -0.629], [0.452, 1.267, -1.820], [-0.381, -0.753, 1.115], [-0.302, -0.018, 0.421], [0.447, 0.139, -0.586], [-0.619, -0.004, 0.162], [0.275, 0.149, 0.537], [-0.155, -0.673, 0.810], [-0.086, -0.602, 0.413], [0.613, 0.089, 0.224], [-0.279, -0.065, 0.091], [0.557, 0.962, 0.258], [0.788, 0.834, -0.409], [-0.370, -0.169, -1.304], [-0.471, -1.922, -0.631], [-0.808, 0.689, 1.856], [-0.023, -0.048, -0.167], [-0.074, 0.252, -0.057], [0.393, -0.469, -0.466], [0.304, -0.181, 0.194], [-0.411, -0.475, 0.726], [0.023, 0.038, -0.637], [0.078, 0.525, 0.402], [-0.088, -0.062, 0.252], [-0.338, -0.049, 2.046], [0.908, -0.637, -1.375], [0.645, -0.040, 0.739], [0.060, -0.614, -0.092], [1.076, -1.135, 0.454], [0.107, -0.045, -0.515], [-0.237, 0.288, -0.317], [0.105, -0.048, -0.040], [-0.280, 0.287, 0.067], [-0.084, 1.092, -0.650], [-0.912, -0.586, -0.284], [-0.315, 1.035, 0.236], [-0.667, 0.444, -0.075], [0.400, -0.279, 0.131], [-0.194, -0.269, -0.794], [0.388, 0.756, 0.983], [0.382, 0.547, -0.736], [-0.105, -1.062, 0.647], [-0.301, 0.394, 0.102], [0.068, 0.097, -0.419], [0.053, 0.217, -0.032], [-0.103, -0.163, 0.170], [-0.306, -0.668, 0.123], [-0.085, -0.003, 0.205], [0.288, -0.290, -0.558], [-0.547, 0.702, 0.182], [-1.055, -1.043, -0.562], [-0.057, -0.400, -1.223], [0.458, 2.602, 1.847], [0.115, -0.452, -0.979], [0.256, -0.482, -0.004], [0.060, 0.393, 0.264], [0.272, -0.012, 0.309], [-0.112, 0.164, 0.359], [0.115, 0.003, -0.257], [0.121, -0.534, -0.375], [-0.205, -0.214, -0.262], [-0.457, 0.430, 0.538], [0.406, -0.226, 0.107], [-0.961, 0.718, -0.226], [-0.350, 0.467, -1.137], [-0.978, -0.004, -0.471], [3.138, -0.748, 2.127], [-1.113, 0.717, -2.275], [0.268, -0.166, 0.073], [-0.087, -0.232, 0.305], [0.012, 0.042, 0.282], [-0.686, -0.171, -0.112], [0.335, -0.057, 0.789], [0.217, -0.403, -0.062], [0.147, -0.296, 0.377], [0.283, 0.107, 0.374]],
  "lowdin_charge": [0.01, -0.56, 0.04, 0.02, -0.07, 0.09, 0.04, 0.07, 0.14, 0.08, 0.09, 0.08, -0.17, -0.18, -0.18, -0.14, -0.17, 0.08, 0.12, 0.12, 0.10, 0.12, 0.10, 0.12, 0.09, -0.13, -0.17, -0.19, -0.11, -0.16, 0.11, 0.11, 0.10, 0.08, 0.12, 0.09, 0.13, 0.11, -0.16, -0.20, -0.22, -0.14, -0.16, 0.09, 0.11, 0.12, 0.10, 0.14, 0.11, 0.11, 0.11, -0.19, -0.20, -0.22, -0.10, -0.24, 0.12, 0.10, 0.13, 0.09, 0.13, 0.12, 0.13, 0.13, -0.10, -0.11, -0.13, 0.15, -0.07, 0.12, 0.13, 0.12, 0.13, 0.13, 0.18, 0.16, 0.16, -0.15, -0.13, -0.17, -0.12, -0.23, 0.11, 0.08, 0.07, 0.12, 0.09, 0.11, 0.09, 0.12, -0.13, -0.11, -0.16, -0.18, -0.19, 0.11, 0.09, 0.09, 0.08, 0.09, 0.09, 0.09, 0.12, -0.16, -0.19, -0.22, -0.11, -0.16, 0.11, 0.07, 0.10, 0.09, 0.12, 0.12, 0.11, 0.12]
}